[1]
The following is a quantum chemistry calculation of a 2-piece molecular cluster, C2H7ClOSi overall at a distorted geometry, from the Open Molecules 2025 dataset.

Positions of all 12 atoms, in Å:
C: 0.223398 -0.785590 -1.200199
Si: 0.035033 -0.046229 0.537145
C: 0.982918 1.520963 0.866681
O: -0.714109 -0.696297 1.701189
H: -0.638744 -1.464674 -1.505949
H: 0.239571 -0.070927 -2.059342
H: 1.124430 -1.354141 -1.198170
H: 1.223268 2.207290 0.089902
H: 0.212313 1.989920 1.492233
H: 1.927372 1.327878 1.446380
Cl: -2.690815 -1.404720 -0.575898
H: -1.924633 -1.223478 0.406031

Forces on atoms 1 to 3 (eV/Å):
-2.02 0.17 -0.83
1.18 0.13 -1.15
0.01 -0.70 1.15

The value obtained for the highest occupied orbital energy is -0.3891 Eh. The value obtained for the energy is -24635.4094 eV. As for the SMILES: C[Si](C)=O.Cl. As for the spin multiplicity: 1. The value obtained for the relative energy (zero: lowest compared OMol25 entry of this formula, charge and spin) is 2.9674 eV. The value obtained for the LUMO energy is 0.274 eV. As for the molecular weight: 110.62 g/mol. The value obtained for the orbital gap is 0.399 Eh.

[2]
The following is a quantum chemistry calculation of C2H6OP2 in the gas phase at a distorted geometry, from the Open Molecules 2025 dataset.

Positions of all 11 atoms, in Å:
H: -3.604721 -0.935293 -0.253167
P: -2.953541 0.230843 -0.091773
C: -1.486417 -0.595511 -0.002433
O: -0.376538 0.191653 0.002027
P: 1.142906 -0.087382 0.347447
C: 1.809801 1.291680 -0.271988
H: -1.291179 -1.618989 -0.136641
H: 1.210986 -0.085893 1.705648
H: 1.420305 -1.452709 0.305958
H: 1.166443 1.620947 -1.080460
H: 2.961958 1.440652 -0.524613

Forces on atoms 1 to 3 (eV/Å):
-1.10 -1.49 -0.12
1.24 0.68 0.32
-0.61 1.95 -0.50

The value obtained for the highest occupied orbital energy is -0.2859 Eh. The value obtained for the energy is -22792.0526 eV. As for the SMILES: [H]/P=C/O[PH2]=C. As for the spin multiplicity: 1. The value obtained for the relative energy (zero: lowest compared OMol25 entry of this formula, charge and spin) is 2.7544 eV. The value obtained for the LUMO energy is 0.086 eV. As for the molecular weight: 108.02 g/mol. The value obtained for the orbital gap is 0.289 Eh.

[3]
The following is a quantum chemistry calculation of C30H42MgN6OSiTe as an isolated structure, from the Open Molecules 2025 dataset.

Positions of all 82 atoms, in Å:
Mg: 0.612448 -1.292705 -0.469492
C: -0.725328 -3.945634 1.704453
N: 0.649543 -3.751487 1.284117
C: 1.548413 -3.940692 2.403172
C: 0.994275 -4.667579 0.207343
C: 0.212261 -4.455924 -1.073976
C: -0.151965 -5.595092 -1.792180
C: -0.769633 -5.480793 -3.029638
C: -0.998418 -4.210891 -3.542611
C: -0.631634 -3.089232 -2.805565
C: -0.039548 -3.149722 -1.533594
H: -0.891271 -4.980721 2.060999
H: -1.390744 -3.752501 0.865222
H: -0.969485 -3.249957 2.507301
H: 1.485660 -4.968653 2.811040
H: 1.309190 -3.237970 3.201378
H: 2.576074 -3.766402 2.080609
H: 0.872710 -5.714105 0.554494
H: 2.060435 -4.528711 -0.005211
H: 0.052031 -6.581907 -1.380310
H: -1.056093 -6.366969 -3.587175
H: -1.454606 -4.095053 -4.521851
H: -0.790216 -2.112909 -3.257539
C: -2.705307 1.515856 1.166228
Si: -2.289307 -0.255767 0.653909
C: -3.610371 -1.416028 1.372097
C: -2.500983 -0.360638 -1.196910
N: -0.680865 -0.676093 1.082293
C: -0.186218 -0.517697 2.331795
C: -0.950867 -0.301469 3.505189
C: -0.383983 -0.141515 4.761376
C: 0.989388 -0.190271 4.934357
C: 1.785994 -0.405024 3.809319
C: 1.217867 -0.561213 2.564140
O: 2.006351 -0.812032 1.440757
C: 3.245702 -0.190165 1.405890
C: 3.323862 1.155339 1.085777
C: 4.569984 1.758346 1.036232
C: 5.722090 1.022911 1.287828
C: 5.627936 -0.328228 1.586338
C: 4.381068 -0.939898 1.647740
H: -3.677707 1.827563 0.773951
H: -1.943381 2.164274 0.725945
H: -2.699069 1.673633 2.246524
H: -4.615688 -1.065956 1.115864
H: -3.559256 -1.537554 2.456045
H: -3.479090 -2.403430 0.921125
H: -3.448310 0.111749 -1.477843
H: -2.520362 -1.400455 -1.526654
H: -1.698287 0.155447 -1.730807
H: -2.028086 -0.254105 3.412111
H: -1.033890 0.026752 5.614177
H: 1.441103 -0.060359 5.909720
H: 2.864800 -0.439634 3.899636
H: 2.418782 1.687489 0.829390
H: 4.640219 2.800626 0.751919
H: 6.694108 1.498215 1.226445
H: 6.523241 -0.912284 1.764118
H: 4.278768 -1.994071 1.870290
Te: 1.788827 0.426345 -2.160230
C: -1.368444 2.853710 -3.054408
N: -1.667062 3.293360 -1.684258
C: -2.520192 4.467010 -1.742081
N: -1.912274 5.584205 -2.487665
C: -1.602962 5.087597 -3.837562
N: -0.728134 3.925882 -3.835363
C: 0.522277 4.276945 -3.144638
N: 0.273068 4.755953 -1.776897
C: -0.394791 3.662873 -1.049477
C: -0.630020 5.894590 -1.836709
H: -2.303024 2.565038 -3.545494
H: -0.690420 1.995725 -3.013937
H: -2.732886 4.806774 -0.723530
H: -3.464251 4.202223 -2.228508
H: -1.124573 5.896012 -4.400626
H: -2.543246 4.825231 -4.332589
H: 1.028099 5.067246 -3.709401
H: 1.156911 3.388950 -3.093726
H: -0.592165 3.990311 -0.024024
H: 0.263171 2.788347 -1.044025
H: -0.148281 6.705590 -2.393316
H: -0.833962 6.241379 -0.818829

Forces on atoms 1 to 3 (eV/Å):
-0.01 -0.02 -0.16
0.02 0.07 -0.04
0.02 -0.04 0.05

The value obtained for the highest occupied orbital energy is 0.0079 Eh. The value obtained for the energy is -63398.4426 eV. As for the spin multiplicity: 1. The value obtained for the relative energy (zero: lowest compared OMol25 entry of this formula, charge and spin) is 0.1347 eV. The value obtained for the LUMO energy is 4.587 eV. As for the molecular weight: 682.70 g/mol. The value obtained for the orbital gap is 0.161 Eh. As for the total charge: -2.

Q: Which formula does entry 1 have?
A: C2H7ClOSi

Q: Among the records above, which one has the lowest highest occupied orbital energy?
A: C2H7ClOSi

Q: molecular weight of number 1 (C2H7ClOSi)?
A: 110.62 g/mol